# 1
Below is a 2-piece molecular cluster, C4H8N2O overall at a distorted geometry, with properties calculated with the ωB97M-V functional and the def2-TZVPD basis.

Cartesian coordinates (Å):
O -4.54 4.04 1.79
N 1.08 -1.01 -2.14
N 2.46 -1.13 -0.42
C 0.29 -0.94 -0.99
C 0.90 -0.99 1.50
C 2.38 -0.98 -1.73
C 1.18 -1.21 0.05
H 0.74 -1.94 2.01
H 1.79 -0.57 1.98
H -0.78 -1.04 -1.04
H 0.67 -0.46 -2.88
H -4.92 4.44 0.99
H -4.53 3.10 1.56
H 0.05 -0.35 1.71
H 3.23 -0.96 -2.39

Values from the calculation:
- E_HOMO: -8.651 eV
- LUMO: 0.70 eV
- Frontier orbital gap: 9.4 eV
- Spin multiplicity: 1
- SMILES string: Cc1c[nH]cn1.O
- Largest force on an atom: 2.9 eV Å⁻¹

natural (NBO) atomic charge list, values in e, 2 entries:
1 O -0.931
2 N -0.530



# 2
Below is a 6-piece molecular cluster, C27H52N2O10S2Si overall, with properties calculated with the ωB97M-V functional and the def2-TZVPD basis.

Cartesian coordinates (Å):
S -4.62 -2.04 -3.30
S -3.18 -4.64 -3.37
Si -1.07 -2.23 -1.29
O -4.61 -1.95 4.37
O 0.02 -0.84 1.84
O 0.74 4.53 -0.88
O 3.52 2.60 5.21
O 1.50 0.24 0.65
O 3.97 -0.57 -4.36
O 1.35 2.37 5.03
O 4.37 1.11 -3.00
O -1.10 3.46 -1.40
O -5.01 -1.42 2.28
N -2.53 -2.53 -4.82
N -1.45 -0.99 -6.00
C -2.78 -1.60 5.96
C 4.81 2.10 5.55
C 4.66 -1.03 -2.02
C -2.34 -0.83 -1.28
C 3.15 2.00 1.07
C 2.75 -2.68 -4.19
C -2.59 3.36 -3.34
C -3.80 -2.57 5.37
C -0.37 4.59 -1.32
C -3.78 -1.11 -0.86
C -0.93 -2.23 -6.29
C -4.49 -2.28 -1.51
C -4.21 -1.85 3.08
C -1.58 -3.19 -5.58
C 2.52 0.35 5.47
C -2.80 -2.20 2.70
C -2.47 3.47 -1.83
C 0.47 0.23 1.51
C 4.01 -1.97 -4.65
C -2.39 -1.18 -5.14
C 2.08 1.46 0.14
C -3.36 -3.11 -3.87
C -0.03 1.53 2.08
C -0.95 5.88 -1.84
C 2.41 1.84 5.25
C 5.49 1.42 4.38
C 4.35 -0.08 -3.16
H -0.63 6.00 -2.88
H 5.04 -2.01 -2.33
H -0.53 6.70 -1.26
H -2.90 2.60 -1.35
H 4.90 -2.42 -4.23
H 5.41 -0.56 -1.39
H 1.87 -2.22 -4.65
H 0.11 2.39 1.43
H 2.78 -3.73 -4.46
H 5.37 2.99 5.85
H 2.63 -2.61 -3.11
H -2.19 -1.30 2.72
H 0.49 1.72 3.01
H -3.29 -0.73 6.36
H -2.15 4.22 -3.84
H -1.46 -4.25 -5.53
H 4.95 0.53 4.06
H -3.84 -1.25 0.22
H -3.32 -3.47 4.98
H 0.18 -1.82 -0.64
H -4.05 -3.25 -1.30
H 6.50 1.12 4.66
H -1.60 -3.46 -0.65
H 3.61 2.88 0.62
H -1.09 1.42 2.30
H -5.53 -2.32 -1.17
H -2.07 -1.27 5.21
H -2.33 -2.95 3.32
H 1.32 2.20 -0.07
H 3.92 1.25 1.24
H -0.12 -2.35 -6.99
H 2.57 -0.14 4.50
H 4.75 1.45 6.43
H 2.73 2.29 2.04
H -2.08 2.46 -3.69
H 3.38 0.04 6.06
H -2.81 -2.57 1.67
H -2.99 4.34 -1.44
H -1.93 -0.11 -0.58
H 3.76 -1.18 -1.43
H 2.53 1.18 -0.81
H -3.64 3.30 -3.62
H -4.39 -0.23 -1.07
H -2.03 5.94 -1.81
H 1.62 0.02 5.98
H 5.56 2.11 3.54
H -0.76 -2.60 -2.70
H -4.51 -2.88 6.13
H -2.33 -0.35 -2.26
H -2.23 -2.09 6.76
H -2.99 -0.41 -4.69
H 4.10 -2.02 -5.73

Values from the calculation:
- E_HOMO: -8.774 eV
- LUMO: -0.53 eV
- Frontier orbital gap: 8.2 eV
- Spin multiplicity: 1
- SMILES string: [SiH3]CCCSC(=S)n1ccnc1.CCOC(C)=O.CCOC(C)=O.CCOC(C)=O.CCOC(C)=O.CCOC(C)=O
- Largest force on an atom: 0.5 eV Å⁻¹

Löwdin atomic charge list, values in e, 2 entries:
1 S 0.934
2 S 0.715



# 3
Below is C36H42Cl3GeN2OSiZn as an isolated structure at a distorted geometry, with properties calculated with the ωB97M-V functional and the def2-TZVPD basis.

Cartesian coordinates (Å):
Ge 3.04 -2.45 -0.71
Zn -1.40 -1.72 0.48
Cl -2.35 -3.78 -2.37
Cl -1.18 -2.27 2.53
Cl 0.04 -1.54 -2.97
Si -0.68 -2.80 -1.48
O 0.34 -4.09 -1.32
N -0.86 0.46 0.65
N -3.21 -0.67 0.04
C 4.76 1.44 -0.96
C 4.97 -3.73 1.04
C -5.53 0.80 0.25
C -0.12 2.97 -0.34
C 4.54 -5.69 2.36
C 3.23 -1.01 2.16
C 0.35 4.01 -1.35
C 5.37 -4.66 2.00
C 3.79 -0.69 -0.28
C 4.28 0.18 -1.24
C 4.79 1.89 0.39
C -1.50 2.50 -0.40
C -3.18 0.67 0.17
C -7.82 1.20 -0.78
C -5.56 -0.56 0.02
C -1.78 1.25 0.16
C -6.55 3.10 0.32
C -7.42 1.22 1.71
C -4.38 -1.31 -0.02
C 0.39 0.86 0.76
C 3.28 -0.55 3.46
C 4.54 1.42 2.82
C 0.83 2.11 0.29
C 4.34 1.02 1.45
C 1.41 4.94 -0.64
C 2.85 -4.88 0.92
C 1.03 3.15 -2.39
C 0.57 -5.08 -2.30
C -4.31 1.41 0.36
C 3.31 -5.84 1.79
C 3.56 -2.71 -2.62
C 4.03 0.60 3.77
C -0.79 4.89 -1.91
C 3.70 -3.80 0.55
C 3.77 -0.27 1.10
C -6.84 1.56 0.38
H 4.90 -6.36 3.18
H 0.95 5.84 -0.22
H -7.47 3.59 0.30
H -1.61 4.24 -2.35
H -7.32 0.16 1.95
H 2.67 -6.69 2.05
H 2.01 4.44 0.16
H 0.32 2.54 -2.99
H 4.65 -2.48 -2.66
H 4.12 0.91 4.84
H -4.40 -2.36 0.00
H 1.05 0.14 1.15
H 0.72 -4.67 -3.29
H -6.05 3.37 1.22
H 2.73 -1.19 4.16
H -6.48 -1.08 -0.11
H 3.51 -3.78 -2.78
H -8.24 0.18 -0.73
H 1.43 -5.65 -2.06
H -7.30 1.39 -1.78
H -8.48 1.53 1.66
H 1.86 2.42 0.43
H -4.20 2.50 0.59
H -0.50 5.62 -2.68
H 2.99 -2.20 -3.39
H 1.86 -4.89 0.40
H 6.39 -4.50 2.43
H -1.16 5.41 -1.05
H -5.94 3.39 -0.59
H 5.60 -3.03 0.67
H -6.85 1.70 2.58
H 2.63 -1.86 1.85
H 5.30 2.84 0.66
H 1.63 3.75 -3.09
H 4.24 -0.12 -2.29
H 1.74 2.49 -1.84
H 4.99 2.39 3.05
H -0.31 -5.78 -2.46
H 2.12 5.29 -1.42
H 5.22 2.12 -1.66
H -8.64 1.90 -0.72
H -2.33 2.93 -1.01

Values from the calculation:
- E_HOMO (spin up / spin down): -6.738 / -8.144 eV
- LUMO (spin up / spin down): -0.27 / -0.52 eV
- Frontier orbital gap (spin up / spin down): 6.5 / 7.6 eV
- Spin multiplicity: 2
- Largest force on an atom: 3.6 eV Å⁻¹
- Expectation value of S²: 0.76

Löwdin atomic charge list, values in e, 2 entries:
1 Ge 1.047
2 Zn 0.168



# 4
Below is one molecule with the formula C4H12O2Si at a distorted geometry, with properties calculated with the ωB97M-V functional and the def2-TZVPD basis.

Cartesian coordinates (Å):
Si 0.70 0.60 0.18
O 0.18 -0.91 0.68
O -0.75 1.15 -0.30
C 0.77 -1.92 1.40
C -1.65 0.59 -1.22
C -1.10 -0.45 -2.22
C 1.16 1.84 1.69
H -2.24 1.32 -1.77
H 0.48 1.56 2.42
H -1.91 -1.11 -2.55
H 1.38 -1.66 2.31
H 0.95 2.83 1.38
H 0.12 -2.81 1.75
H 1.55 -2.32 0.87
H -2.41 0.11 -0.69
H 1.60 0.52 -0.89
H -0.71 -0.03 -3.04
H -0.29 -0.95 -1.88
H 2.19 1.65 1.88

Values from the calculation:
- E_HOMO: -9.964 eV
- LUMO: 0.88 eV
- Frontier orbital gap: 10.8 eV
- Spin multiplicity: 1
- SMILES string: CCO[Si@@H](C)OC
- Largest force on an atom: 4.2 eV Å⁻¹

natural (NBO) atomic charge list, values in e, 2 entries:
1 Si 1.862
2 O -0.891